# 1
A molecular structure, C39H71AlNO14S2 in a non-equilibrium geometry. Source: the OMol25 dataset; level of theory: ωB97M-V/def2-TZVPD.

Output
* highest occupied orbital energy: -4.494 eV
* HOMO-LUMO gap: 5.868 eV
* E_LUMO: 1.4 eV
* charge: -1
* strongest force on any atom: 1.044 eV Å⁻¹

CARTESIAN COORDINATES (ANGSTROEM)
C 3.558 6.109 1.498
H 0.282 -7.924 0.797
C 2.769 -2.142 1.266
H -3.095 -6.822 0.561
H 2.608 8.223 5.288
H -3.026 7.177 -2.899
H 3.106 0.413 2.019
C -0.137 3.759 -2.415
C 0.882 -8.132 1.681
C -3.223 -12.085 0.569
H 1.856 0.504 0.766
H 2.551 7.959 -2.569
C -0.139 9.501 3.881
H 2.387 6.082 4.368
O -8.369 -0.232 -4.090
O -3.279 -13.409 0.027
H 5.219 -12.434 -0.418
H 4.099 4.391 2.697
H 0.286 2.767 -0.601
C 3.636 6.913 2.813
H -5.417 7.055 -4.432
H 4.709 1.543 0.712
H 3.902 7.953 2.609
S -0.234 5.475 -3.056
C 2.490 9.431 -0.189
H -0.868 10.035 4.491
H 4.472 -1.016 0.566
H 1.422 -9.049 1.461
C 0.533 8.385 4.699
N -2.883 5.209 -3.538
H 0.698 -5.436 0.975
H 2.758 -4.539 2.201
H 1.493 6.628 2.967
C 1.949 4.111 -0.957
H -2.470 -12.057 1.358
H 3.545 10.855 -2.366
C 3.388 -0.987 0.443
H 2.072 5.198 -1.013
C -8.648 2.196 -1.725
S -1.362 5.078 -5.763
H 3.138 -1.109 -0.612
C -3.742 4.093 -3.980
H 4.204 6.622 0.785
C 1.709 -5.838 0.873
H -0.673 9.106 3.018
C 2.737 10.120 -2.330
H -7.671 2.267 -1.245
H 3.713 -5.034 0.831
C 2.358 -3.382 0.440
H 0.394 -7.837 3.783
C 1.904 -6.990 1.859
H 3.721 1.398 -0.768
C 4.821 -11.750 0.327
H 0.460 8.658 5.753
C -3.205 -7.726 1.164
C -2.489 -13.454 -1.073
C -8.714 2.976 -3.021
O 5.629 -10.575 0.402
H 2.085 10.260 -3.188
H 1.859 -6.215 -0.142
C 4.044 4.645 1.632
H -3.285 3.482 -4.756
H -1.153 3.357 -2.414
H 3.323 -11.091 -1.115
H -9.418 2.474 -1.011
H -2.072 -8.375 3.512
O 2.200 9.452 0.959
H 4.226 8.546 -2.641
H 3.495 -2.442 2.024
H -4.188 -11.807 0.985
H -2.201 -10.407 -0.384
C -5.008 6.609 -3.517
H -5.311 7.261 -2.701
H 2.633 -11.742 0.387
H -3.776 -7.499 2.066
H 2.854 -3.300 -0.528
H 4.820 -12.239 1.303
C -1.457 -7.894 2.741
H -5.135 5.077 -5.343
C -8.480 0.775 -3.476
C 3.691 1.579 0.314
C 2.327 6.879 3.623
C 4.822 -9.513 0.650
H -3.209 7.028 -4.629
H -0.023 -9.411 3.167
H -0.096 4.481 -0.386
C 3.463 -11.183 -0.037
H -3.888 3.442 -3.114
C -1.603 5.221 -4.168
C 2.929 0.386 0.940
O 2.005 10.302 -1.117
H 5.064 4.548 1.248
O -5.626 5.350 -3.344
C -2.825 -11.262 -0.637
C 3.252 8.702 -2.185
O -2.189 -14.446 -1.649
H 2.531 6.163 1.130
H 2.919 -7.365 1.725
H 2.363 9.018 3.736
C 2.713 -4.709 1.121
H 1.860 -6.574 2.867
H -1.548 -6.813 2.895
O -8.260 2.015 -3.979
H -3.686 -10.925 -1.217
H 1.517 3.068 1.788
C 0.447 3.771 -1.008
H -5.744 3.630 -4.445
H 2.422 3.647 -1.829
O 3.344 8.556 -0.768
H -8.069 3.852 -3.023
C -5.126 4.524 -4.401
C 2.032 8.190 4.362
H 0.473 3.183 -3.107
C -0.014 -8.349 2.913
O -2.088 -12.208 -1.420
Al 2.760 3.339 0.765
C -3.473 6.558 -3.679
O -8.847 0.850 -2.174
H 4.429 6.496 3.437
O -1.943 -8.278 1.471
H 1.903 -1.740 1.794
H -9.733 3.273 -3.279
H 0.014 7.442 4.540
O 3.518 -9.873 0.534
O 5.202 -8.427 0.929
H 0.589 10.224 3.522
H -3.757 -8.452 0.568
H 1.281 -3.340 0.273

Forces on the atoms, in the same order (eV/Å):
C 0.835 -0.149 0.609
H -0.176 -0.035 0.026
C 0.189 0.119 -0.410
H 0.002 0.156 0.098
H 0.156 0.050 -0.025
H 0.094 0.022 -0.021
H -0.298 0.025 0.122
C -0.590 0.259 0.336
C 0.387 0.406 0.331
C 0.003 0.084 0.078
H -0.124 -0.133 0.148
H -0.022 0.008 0.005
C -0.216 -0.209 0.146
H -0.162 -0.180 -0.080
O 0.006 -0.117 -0.076
O -0.006 0.029 0.017
H 0.091 0.094 -0.035
H 0.016 -0.104 0.044
H -0.125 -0.005 0.093
C -0.367 -0.132 0.057
H -0.022 0.069 -0.016
H 0.178 0.100 -0.218
H -0.099 0.076 -0.054
S 0.115 0.174 -0.157
C 0.052 -0.080 -0.162
H -0.082 0.031 -0.037
H 0.113 -0.094 -0.343
H -0.018 -0.090 0.045
C 0.536 0.434 -0.067
N -0.113 -0.327 -0.971
H -0.123 -0.046 -0.159
H -0.033 0.029 0.055
H -0.057 0.090 -0.113
C -0.461 -0.204 0.362
H 0.024 0.009 -0.021
H 0.014 -0.013 0.011
C -0.345 -0.043 0.629
H 0.122 0.054 -0.165
C 0.036 0.064 0.065
S -0.138 -0.053 -0.121
H 0.100 0.069 -0.121
C -0.211 -0.243 0.126
H -0.192 -0.013 -0.287
C 0.577 0.048 0.219
H 0.089 0.009 -0.137
C 0.036 0.018 -0.090
H 0.018 -0.003 -0.037
H 0.066 -0.019 -0.003
C 0.302 0.284 0.346
H 0.047 0.036 0.062
C 0.011 0.100 -0.429
H 0.215 0.165 -0.096
C -0.022 -0.104 0.001
H -0.160 -0.168 0.100
C 0.136 -0.073 -0.150
C -0.009 0.091 0.050
C 0.023 0.258 0.087
O -0.022 -0.034 -0.005
H -0.106 0.001 0.082
H -0.321 -0.003 -0.120
C -0.534 0.032 -0.134
H 0.182 0.194 -0.122
H -0.053 0.043 -0.040
H 0.030 -0.001 -0.004
H -0.073 -0.137 -0.027
H -0.069 0.097 0.078
O -0.033 0.049 0.156
H 0.055 -0.022 0.131
H -0.036 -0.028 0.117
H -0.057 -0.123 -0.051
H 0.113 -0.067 -0.053
C -0.247 0.184 -0.249
H 0.082 -0.180 0.250
H -0.031 0.105 0.075
H -0.088 0.007 0.043
H -0.106 -0.198 -0.162
H -0.021 0.017 0.008
C 0.107 -0.028 0.338
H -0.096 -0.061 -0.138
C -0.010 0.083 0.038
C -0.779 -0.395 0.393
C 0.313 0.184 0.198
C -0.040 -0.079 -0.026
H 0.032 -0.237 -0.213
H -0.063 -0.048 -0.009
H -0.235 -0.128 0.101
C -0.107 -0.082 -0.054
H 0.068 -0.023 0.073
C 0.383 0.072 0.286
C 0.628 0.239 -0.324
O -0.002 0.013 -0.026
H 0.069 0.030 -0.010
O 0.012 0.110 -0.424
C -0.001 0.237 0.061
C -0.020 -0.138 -0.160
O 0.036 -0.119 -0.065
H -0.052 0.121 -0.150
H 0.056 -0.062 0.081
H 0.051 0.102 0.001
C -0.335 0.018 0.157
H -0.051 -0.061 0.113
H 0.036 0.117 -0.252
O 0.005 -0.015 0.049
H -0.015 -0.039 0.002
H -0.131 -0.034 0.038
C 0.688 -0.083 -0.276
H -0.215 0.082 -0.245
H 0.214 0.104 -0.044
O -0.051 0.171 0.054
H 0.093 -0.072 -0.134
C 0.216 -0.225 0.832
C -0.370 -0.251 -0.125
H 0.074 -0.003 -0.048
C -0.205 -0.413 -0.369
O -0.028 -0.012 0.039
Al 0.604 0.150 -0.219
C 0.084 0.301 0.871
O 0.002 0.039 0.017
H 0.209 0.063 -0.073
O -0.139 -0.189 -0.092
H -0.083 -0.125 0.111
H -0.008 -0.033 0.012
H -0.135 -0.059 0.185
O 0.147 -0.081 -0.040
O 0.041 0.131 0.038
H 0.057 0.056 -0.035
H -0.078 -0.053 0.000
H -0.057 -0.034 -0.181

# 2
2 unconnected molecules or ions with the total composition C3H10OS in a non-equilibrium geometry. Source: the OMol25 dataset; level of theory: ωB97M-V/def2-TZVPD.

Output
* ⟨S²⟩: 0.7534
* spin multiplicity: 2
* highest occupied orbital energy (spin up / spin down): -14.447 / -14.446 eV
* HOMO-LUMO gap (spin up / spin down): 10.098 / 5.121 eV
* E_LUMO (spin up / spin down): -4.3 / -9.3 eV
* charge: +1
* strongest force on any atom: 2.507 eV Å⁻¹
* relative energy (zero: lowest compared OMol25 entry of this formula, charge and spin): 109.0 kJ/mol

CARTESIAN COORDINATES (ANGSTROEM)
H 1.323 0.142 2.088
H 1.056 -0.159 -0.452
H -1.083 -3.006 0.329
H -0.630 1.136 -3.004
C 1.080 0.962 1.425
H 0.270 1.966 -1.172
H -0.314 -0.414 0.640
C 0.354 0.327 0.228
O -1.115 -3.922 0.025
H 0.424 1.650 1.969
H 1.976 1.522 1.172
H -0.494 -3.913 -0.719
S -1.205 0.465 -1.983
H -1.221 1.841 0.012
C -0.421 1.403 -0.558

Forces on the atoms, in the same order (eV/Å):
H 0.295 0.000 0.233
H 0.046 -0.095 0.190
H -0.146 -0.269 0.196
H 0.023 -0.021 -0.013
C -0.313 0.254 -0.012
H -0.074 1.139 0.842
H -0.389 -0.279 -0.115
C 0.226 0.425 0.065
O 0.338 0.571 -0.367
H -0.025 -0.189 -0.054
H 0.090 -0.122 -0.201
H -0.178 -0.336 0.178
S -0.259 0.099 0.655
H -0.148 0.657 0.032
C 0.514 -1.834 -1.630

# 3
2 unconnected molecules or ions with the total composition C5H11O2 in a non-equilibrium geometry. Source: the OMol25 dataset; level of theory: ωB97M-V/def2-TZVPD.

Output
* highest occupied orbital energy: -3.765 eV
* HOMO-LUMO gap: 7.516 eV
* E_LUMO: 3.8 eV
* charge: -1
* strongest force on any atom: 1.621 eV Å⁻¹
* relative energy (zero: lowest compared OMol25 entry of this formula, charge and spin): 40.8 kJ/mol

CARTESIAN COORDINATES (ANGSTROEM)
O -0.873 0.330 -2.606
H -1.192 2.366 2.457
H -0.776 -3.284 -0.514
H 0.281 -1.068 -0.081
H -0.810 2.473 0.711
C 0.090 -0.325 -2.150
H -0.003 3.465 1.858
H -0.575 -3.037 -2.242
H -1.323 -1.072 -0.847
C 0.739 1.460 1.949
H 1.559 1.747 1.289
H 0.477 0.455 1.632
H 0.903 -3.081 -1.358
C -0.393 2.462 1.717
C -0.146 -2.802 -1.258
H 1.037 1.517 2.992
C -0.274 -1.289 -0.997
O 1.279 -0.316 -2.553

Forces on the atoms, in the same order (eV/Å):
O -0.146 0.185 0.048
H -0.121 -0.210 -0.177
H 0.576 -0.627 0.206
H 0.059 0.219 -0.049
H -0.016 -0.426 0.002
C 0.520 -0.249 -0.493
H 0.140 0.292 0.106
H -0.119 0.058 0.141
H -0.330 -0.005 0.465
C -0.298 0.541 -0.806
H 0.237 -0.061 0.252
H -0.159 -0.162 0.331
H -0.081 -0.344 0.610
C -0.020 0.315 0.243
C -0.230 1.119 -1.150
H 0.236 -0.299 0.027
C -0.258 -0.215 -0.036
O 0.011 -0.134 0.280

# 4
A gas-phase ion, C3H10N (charge +2) in a non-equilibrium geometry. Source: the OMol25 dataset; level of theory: ωB97M-V/def2-TZVPD.

Output
* ⟨S²⟩: 0.7531
* spin multiplicity: 2
* highest occupied orbital energy (spin up / spin down): -23.840 / -23.975 eV
* HOMO-LUMO gap (spin up / spin down): 15.356 / 7.749 eV
* E_LUMO (spin up / spin down): -8.5 / -16.2 eV
* charge: +2
* strongest force on any atom: 2.017 eV Å⁻¹
* relative energy (zero: lowest compared OMol25 entry of this formula, charge and spin): 252.4 kJ/mol

CARTESIAN COORDINATES (ANGSTROEM)
C 1.729 -0.673 -0.932
N -0.310 0.680 0.114
H 1.896 -1.761 -1.046
C 0.213 -0.677 -0.046
H 0.357 1.254 0.651
H -1.984 1.555 1.150
H -0.477 1.228 -0.752
H -0.416 -1.321 -0.693
H 2.300 -0.163 -0.126
H 1.798 -0.151 -1.892
H -2.298 -0.056 0.379
H 0.521 -1.067 0.914
C -1.590 0.561 0.928
H -1.414 0.041 1.855

Forces on the atoms, in the same order (eV/Å):
C 1.612 -0.650 -1.024
N 0.779 0.567 -0.010
H -0.391 0.323 0.116
C -0.719 0.536 0.501
H -0.103 -0.034 0.116
H 0.136 0.083 -0.299
H -0.130 -0.591 0.084
H 0.484 0.132 -0.177
H -0.464 0.109 0.104
H -0.464 0.004 0.157
H -0.093 0.335 -0.282
H -0.119 -0.304 0.160
C -1.055 -0.478 0.145
H 0.526 -0.031 0.408